Entry 1:
30
Properties=species:S:1:pos:R:3 method="wB97M-V/def2-TZVPD" orbital_gap_ev=5.453 lumo_energy_ev=-3.7971 relative_energy_kj_mol=57.1 charge=0
Al 0.67910 -2.68903 -0.02662
P 1.62970 -2.73199 2.93878
O 2.27499 -3.08325 4.22696
O 2.59178 -2.81452 1.71062
O 0.85439 -1.47362 2.67065
O 0.81958 -3.95042 2.41121
C 2.56707 0.71746 -0.71664
O 1.67044 -0.10332 -0.63501
N 3.00962 1.25340 -1.87020
C 4.05887 2.24001 -1.90347
C 2.38793 0.85086 -3.11212
H 3.03355 1.17341 0.17009
H 4.83354 2.00373 -2.62817
H 4.49464 2.38562 -0.91367
H 3.63543 3.23576 -2.08731
H 1.94770 -0.13742 -3.03606
H 1.62223 1.57672 -3.39828
H 3.12606 0.80346 -3.91464
C -2.77365 -0.89552 0.14570
O -1.59714 -0.99632 0.43990
N -3.64853 -0.09446 0.78119
C -5.02605 0.00271 0.39942
C -3.22636 0.80437 1.82925
H -3.27292 -1.48659 -0.63994
H -5.30076 1.02906 0.12416
H -5.75243 -0.23656 1.18261
H -5.26596 -0.61186 -0.46785
H -3.39569 1.85203 1.55248
H -3.81489 0.63788 2.73329
H -2.16224 0.73842 2.03368



Entry 2:
120
Properties=species:S:1:pos:R:3 method="wB97M-V/def2-TZVPD" orbital_gap_ev=8.967 lumo_energy_ev=-0.2828 charge=0
O -2.85328 -2.68502 -1.05570
C -3.87329 -2.18653 -0.68108
O -4.23747 -0.92487 -1.03635
C -3.89751 0.22139 -0.25509
I -4.32632 1.89259 -1.51401
P -5.05850 0.57519 1.24297
O -3.84170 0.57880 2.32262
Cl -5.89025 -1.32998 1.62723
P -2.06458 0.27541 0.05163
O -1.31282 0.05225 -1.18750
O -1.64337 -0.76971 1.14791
O -1.84743 1.73907 0.63899
H -4.60222 -2.74697 -0.09208
H -4.22345 0.57428 3.21033
H -1.99506 -0.61553 2.07874
H -0.89657 1.88928 0.73439
C 2.68067 -1.17050 -0.40032
O 3.83043 -1.46877 -0.11329
N 2.34772 -0.55268 -1.57451
N 1.62005 -1.41837 0.42229
H 1.40542 -0.30012 -1.82396
H 3.10170 -0.34346 -2.20232
H 1.78968 -1.85907 1.30728
H 0.68746 -1.15104 0.16213
C 0.45874 -3.79311 -3.43321
O -0.42936 -4.02929 -4.24992
N 1.76902 -3.71813 -3.77963
N 0.17922 -3.59848 -2.11659
H 2.50713 -3.51787 -3.12641
H 2.00183 -3.86483 -4.74328
H -0.79078 -3.61256 -1.86141
H 0.86649 -3.41615 -1.40687
C -1.27268 -1.19788 4.75734
O -1.74976 -0.76190 3.71205
N -2.01148 -1.90404 5.64527
N 0.03369 -0.99491 5.08959
H -1.63987 -2.27038 6.50156
H -2.97234 -2.08045 5.41678
H 0.59910 -0.46002 4.45478
H 0.44557 -1.33259 5.94011
C -4.44646 4.40552 2.09664
O -4.80756 3.28046 2.43110
N -3.62808 4.63027 1.03780
N -4.84211 5.52431 2.77230
H -3.31197 5.54858 0.76681
H -3.32947 3.82529 0.51650
H -5.46396 5.41574 3.55552
H -4.56305 6.44825 2.50053
C -0.81256 7.12646 0.95574
O -1.94779 7.07904 0.48941
N -0.58353 7.26417 2.29180
N 0.29234 7.06478 0.17153
H 0.33635 7.32873 2.68526
H -1.38142 7.31324 2.89654
H 0.15268 6.97800 -0.81765
H 1.22642 7.13538 0.52940
C 5.31137 -2.13161 -3.89741
O 5.15824 -3.13791 -3.22485
N 5.55526 -0.91837 -3.30943
N 5.26313 -2.13228 -5.25791
H 5.68963 -0.06720 -3.82405
H 5.59297 -0.89797 -2.30278
H 5.10152 -3.01082 -5.71363
H 5.40406 -1.31142 -5.81625
C -4.52858 -3.05044 -5.15205
O -5.54377 -2.95167 -5.82033
N -4.54478 -2.92122 -3.78573
N -3.30369 -3.30039 -5.69144
H -3.71815 -2.99246 -3.22392
H -5.43446 -2.74907 -3.35765
H -3.26533 -3.40670 -6.68722
H -2.45582 -3.40432 -5.15798
C 6.93267 -5.82235 -0.09570
O 7.66679 -6.44298 0.65328
N 6.49914 -6.32753 -1.29246
N 6.48325 -4.56090 0.18312
H 5.90337 -5.81638 -1.91790
H 6.80759 -7.24760 -1.54187
H 6.77783 -4.14420 1.04523
H 5.87518 -4.04493 -0.42902
C -6.53509 5.97640 6.50793
O -6.82462 6.55984 5.47750
N -7.48052 5.40320 7.31021
N -5.24318 5.84976 6.94112
H -7.26674 4.91975 8.16102
H -8.43601 5.47905 7.01577
H -4.52666 6.25976 6.37271
H -4.98626 5.37267 7.78360
C -2.93807 -6.77262 -1.54533
O -3.26531 -7.91702 -1.29278
N -2.18368 -6.44124 -2.63554
N -3.30614 -5.71932 -0.74120
H -1.91856 -5.50399 -2.88655
H -1.91043 -7.19269 -3.24062
H -3.87357 -5.93889 0.05627
H -3.02732 -4.76719 -0.89311
C 0.83771 -4.23716 2.53709
O 1.75624 -4.57624 3.26000
N 0.48846 -4.90266 1.39936
N 0.06671 -3.13176 2.80757
H -0.29190 -4.63327 0.83332
H 1.01551 -5.71637 1.13988
H 0.27579 -2.60919 3.63510
H -0.68490 -2.82674 2.21585
C 0.82693 10.74592 -0.04530
O 1.55624 10.02892 0.62128
N 1.30147 11.83846 -0.71703
N -0.51227 10.51389 -0.17459
H 0.72371 12.44179 -1.27000
H 2.28163 12.03357 -0.63985
H -0.89012 9.71940 0.30870
H -1.12570 11.08886 -0.71934
C 9.54472 -1.32291 -3.76497
O 9.32430 -0.70758 -4.79681
N 8.53908 -1.85552 -3.01380
N 10.81160 -1.51786 -3.28785
H 8.68133 -2.36319 -2.16071
H 7.60492 -1.71989 -3.36053
H 11.56714 -1.13507 -3.82361
H 11.01248 -2.02342 -2.44650